Entry 1:
54
Properties=species:S:1:pos:R:3 method="wB97M-V/def2-TZVPD" de_lowest_ev=1.663 e_homo_ev=-8.30 orbital_gap_ev=8.33 charge=0 fmax_ev_per_a=1.15 smiles="O=C(CN1CCN(S(=O)(=O)/C=C/c2ccccc2)CC1)NC(=O)NCc1ccco1" total_energy_ev=-48162.2959
H -0.90666 2.64318 -3.44663
H -4.89872 0.48874 -0.80661
H 0.09811 -5.56240 3.02058
C -2.41222 1.52880 -2.66611
H 0.83045 -0.96414 2.51408
C -3.07899 -0.56791 -0.42577
C -1.28198 3.50208 -1.62304
C 1.36547 -6.04147 1.36345
H 1.34317 2.11558 -2.46982
H -3.20348 2.20860 -0.93779
H 1.14896 -7.09841 1.40248
C 1.04720 -3.82377 2.22564
C 2.51626 -4.19201 0.36188
H 2.70437 -6.21509 -0.29771
C 0.04797 4.23984 -1.73605
H -1.88489 -1.87121 -1.69557
C -1.54017 -1.87199 0.51217
O -3.09992 -0.33639 0.90546
S 2.15804 0.78470 1.52365
C 1.63505 -0.88946 1.80814
H 0.34272 4.32791 -2.78709
H -4.15558 -0.29156 -2.23937
N 1.13654 3.60529 -1.02179
C 0.70292 1.16847 -0.62141
H -0.68849 2.85345 1.02189
H 0.59108 -3.15942 2.94289
H 0.84811 4.78570 0.66925
C -3.96149 0.25157 -1.31248
C 1.19083 3.78132 0.41772
O 3.27060 0.77330 0.61080
H 3.19697 -3.80589 -0.38263
C -2.12798 -1.50015 -0.72150
N -3.30103 1.49825 -1.66060
C 2.23837 -5.54487 0.40914
H -2.06322 -1.07920 2.52655
N 0.76551 1.39195 0.80696
C 0.77432 -5.17710 2.27195
H -0.35277 1.14040 -0.90842
O -2.01331 3.61314 -0.65721
C 1.48133 2.24716 -1.39494
H 1.13718 0.18719 -0.81731
O -2.29402 0.70827 -3.54530
H -0.07853 5.24239 -1.32088
H 2.24273 3.68105 0.70954
C 1.92091 -3.30878 1.26487
H 3.02330 -1.61895 0.48575
N -1.54445 2.65310 -2.66080
C -2.17147 -1.13059 1.46148
H 2.54177 2.11083 -1.15828
C 0.38351 2.73630 1.19715
H 0.58895 2.82511 2.26329
O 2.32412 1.43967 2.78810
C 2.22624 -1.88930 1.16819
H -0.76368 -2.59329 0.66209

***

Entry 2:
90
Properties=species:S:1:pos:R:3 method="wB97M-V/def2-TZVPD" e_homo_ev=-9.95 orbital_gap_ev=9.90 charge=0 fmax_ev_per_a=6.55 smiles="O=C1CCCO1.O=C1CCCO1.O=C1CCCO1.O=C1CCCO1.O=C1CCCO1.O=C1CCCO1.O=C1CCCO1.CO" total_energy_ev=-61528.8731
C 1.07502 5.88348 2.17475
H 7.18394 -1.44958 3.74319
O 1.41170 1.71827 6.17797
H -0.37102 -1.58639 0.05458
C -6.53776 -6.41299 2.40435
H -3.89890 3.81290 -6.33129
C 4.60497 -2.13009 1.81134
H -1.22889 -1.18014 8.26427
C 3.99197 -4.48363 -4.42943
H 5.05700 -5.59698 -3.01103
O 0.63706 0.93213 -7.01587
C -7.08619 -4.31228 1.48405
C 2.47669 -4.77009 -4.30922
H 5.48110 -6.12115 -4.61714
H -6.72507 -3.50067 2.11569
H 1.17753 4.83173 2.44195
H 1.07008 -0.33343 8.13506
H 4.21708 -4.30560 -5.48096
C -4.81081 4.24177 -5.91584
C -5.77906 2.97636 -4.26882
O 3.69357 -8.04278 -4.00768
H 1.58604 7.85654 2.98335
H 1.00615 3.61196 -3.96490
C 0.52239 -0.33627 7.19266
H 2.83044 2.46103 -5.85998
C -1.75192 0.55786 7.00882
H -5.37332 5.80189 -4.61678
O 0.20119 2.01598 -5.03454
H -6.40766 -5.45406 -0.31757
C -0.95563 -0.74236 7.30418
C -1.92350 -0.52158 0.77533
C 2.25719 1.82709 -3.99830
O 3.17995 6.80601 -0.50633
H 3.05779 2.53339 -3.77863
C 5.70572 -0.27482 2.56810
H -4.07163 3.49853 -3.06592
O 4.63127 -0.79197 1.82869
C 1.00477 1.35501 -5.93057
C 2.63059 6.57784 0.61386
H -8.43823 -6.04208 1.64876
H 3.86210 5.93094 2.23142
H -1.10189 -1.41075 6.45567
H 3.83239 7.69502 1.88056
C 4.65137 -5.75997 -4.00952
C 6.13850 -1.48718 3.43700
C 5.77736 -2.70954 2.60856
O -1.24309 -1.30968 -0.23615
H 1.06426 -1.07198 6.59835
H 5.61744 -1.40025 4.39044
H 3.06639 0.67229 -5.74148
O 3.63742 -2.78148 1.22913
C -6.03994 -5.05027 0.62575
H -1.16191 -0.02311 1.37501
H -2.40461 -1.23678 1.44250
O -6.32905 -7.33333 3.19717
H 0.03198 6.07621 2.42580
O -6.50413 2.04756 -3.89794
C 3.56909 -6.81238 -4.09113
C -4.66995 4.96925 -4.62687
O 1.40013 6.01482 0.77541
H 2.49983 1.10464 -3.21902
H -5.21325 5.00187 -6.58547
C 2.44175 1.52200 -5.46598
H -5.53607 4.39631 -2.69280
H 5.54234 0.59065 3.21025
O -5.73649 3.20813 -5.57171
H -7.84771 -3.91271 0.81432
H 6.59558 -0.01797 1.99341
H 5.63454 -3.62769 3.17839
C -7.68881 -5.53400 2.25565
H -8.14457 -5.25383 3.20532
C 3.24197 6.78124 1.94768
H -2.28561 0.78992 7.93047
H 0.41595 2.30893 -3.00658
H 2.26731 6.59521 3.89226
H -2.62673 0.21158 0.38031
H 6.62323 -2.87334 1.94090
C -4.94260 3.98234 -3.50799
H 4.25552 -3.54353 -3.94482
O 2.35667 -6.16465 -4.33045
H 1.80694 -4.27111 -5.00962
H 2.10395 -4.50148 -3.32077
H -2.39390 0.49075 6.13050
H -5.23337 -4.44243 0.21578
O -5.65175 -6.17185 1.39962
O -0.73683 1.52250 6.64713
C 2.03465 6.87040 2.86356
C 0.47175 1.03385 6.65973
C 0.93607 2.52450 -3.93991
H -3.71579 5.44949 -4.40996

***

Entry 3:
110
Properties=species:S:1:pos:R:3 method="wB97M-V/def2-TZVPD" e_homo_ev="-6.70 / -4.39" orbital_gap_ev="5.53 / 3.27" charge=0 fmax_ev_per_a=1.27 total_energy_ev=-112381.8551
N 3.03848 1.66619 0.56467
H 0.47536 7.97042 -3.21272
C -1.46003 4.66825 -4.32497
H 2.00790 -6.69040 0.23955
H -4.69366 4.21679 -6.01695
H 1.67721 -7.29298 3.80848
H 4.54814 3.06239 0.33203
H -1.72420 -1.12533 4.75363
H 0.41948 6.91120 -6.63654
C -3.30276 2.69085 -5.18239
O -1.37482 0.32158 1.45667
Si 0.56067 -5.81080 2.11255
C 2.83183 -4.91411 5.64993
H 0.44806 1.91619 3.91676
H 2.98028 -5.81224 1.41969
C 3.76137 3.15198 2.34467
H -5.02971 1.66802 -4.28029
H -2.43216 -1.87518 6.17756
H 3.78396 -2.68303 2.48378
H -1.04258 5.93153 -6.48393
N -0.44633 6.85989 -4.70199
H -3.91334 -3.68572 4.25303
H -1.18889 -5.23494 0.43735
C 0.46351 5.24996 -3.00940
C -3.02016 -3.83359 3.64457
C 4.17828 2.38442 1.10269
H 1.76154 -1.71923 6.17035
H -5.08471 1.71792 -6.09713
O -2.26110 -1.30178 -2.33597
H 2.08037 1.00140 -1.15625
O -0.68651 -0.59716 -0.92504
H -0.57201 -4.83392 6.66587
H 3.49123 -2.01803 6.30496
H -1.87016 -6.27959 1.67672
H 2.76856 2.64496 4.19707
O -3.29721 0.97404 2.59468
C -0.90598 2.03728 -1.74991
H 2.04702 -5.01598 6.40069
H 4.98544 1.68306 1.35073
H -2.18077 4.91426 -5.09120
H 4.61847 3.65470 2.79167
Si -1.42527 -3.60044 4.64227
C -1.43552 -4.93046 6.00624
C 3.98411 -3.36826 3.30946
H -1.96654 9.80381 -5.44649
C -1.59491 -0.41429 -1.83589
Be -0.29111 0.49513 0.14640
O 1.17608 0.42675 0.84597
H 4.17615 -4.34904 2.87315
C 0.29484 4.12883 -2.23340
H 4.89795 -3.04292 3.80823
H 0.57699 9.48717 -5.82060
H 1.97941 -4.92730 0.27370
H -0.07331 -7.42597 3.92734
C 0.49206 7.89629 -4.29694
H -0.87590 -6.96905 0.39548
H -3.03847 0.47506 -3.87738
H 2.87454 -1.00826 5.00642
H 0.04321 10.04436 -4.22750
H -2.33254 -4.86386 6.62276
Si 2.48504 -3.45009 4.48208
O -3.08279 1.51593 0.32478
H 3.01323 3.90113 2.08023
C -0.74485 3.20944 -2.52338
H 1.31986 0.41892 4.34164
Te 0.16064 -2.38102 1.15103
C 0.75732 -7.34156 3.22604
C -1.57970 -1.91046 5.49804
H 3.23726 2.31991 -1.40735
C -1.57799 3.46962 -3.64119
O -0.27578 1.90722 -0.62501
H -1.02592 8.61099 -7.39931
N -2.50171 2.50489 -4.01372
C 0.95329 1.03393 3.51915
F 1.55175 6.03790 -2.73562
C -1.42729 8.08193 -6.53731
H -0.68708 -1.66474 6.07585
H -1.75149 8.32106 -4.59177
C -1.70611 1.00068 -2.33016
H 3.92380 1.43048 3.62299
H -2.74039 2.65747 -6.11364
C 3.15550 2.14734 3.30802
H 0.95784 3.90548 -1.41234
C -4.47660 3.63188 -5.13256
C -0.42630 5.59806 -4.01400
C 0.00128 9.22038 -4.93597
H -4.66954 4.13861 -4.19742
H 0.78722 -8.25512 2.63095
H 2.87188 -5.85189 5.09552
Cl -2.40992 1.38968 1.56587
C -2.45747 1.26185 -3.42106
Si 0.47466 -3.71544 3.24475
C -0.56579 6.84964 -6.15484
H 3.78105 -4.79689 6.17391
H -1.40510 -5.93103 5.57322
O -1.74070 2.59398 1.92960
C -0.98887 -6.10968 1.05764
N 2.06016 1.44147 2.66677
H 3.82758 0.66904 -1.10981
N -1.40730 8.96175 -5.33897
H 0.23583 0.46501 2.94167
H -3.05516 -3.11117 2.82788
C 2.05302 1.17050 1.34571
C 2.02293 -5.82070 0.89758
H -2.46019 7.80314 -6.74035
C 2.67060 -1.90348 5.59535
H 1.52192 7.68601 -4.60473
C 3.04760 1.39429 -0.86153
H -3.07552 -4.83047 3.20563
C -4.69820 2.15236 -5.18712

***

Entry 4:
80
Properties=species:S:1:pos:R:3 method="wB97M-V/def2-TZVPD" de_lowest_ev=6.759 e_homo_ev=-9.26 orbital_gap_ev=9.12 charge=0 fmax_ev_per_a=9.68 smiles="COCCNCCOC.NC(N)=O.NC(N)=O.NC(N)=O.NC(N)=O.NC(N)=O.NC(N)=O.NC(N)=O" total_energy_ev=-54956.7468
H -1.31855 4.81831 2.37661
C 2.31045 -0.56469 -2.05439
H 0.89245 -1.88469 1.42061
H 2.77845 3.13031 -0.74939
H -4.60155 -0.24969 -1.60239
O -1.26655 -5.25869 0.30961
H 4.42845 2.90731 0.62961
C -2.48555 -5.21469 0.61161
N -0.47155 4.25531 2.05961
H -0.46355 -0.81869 0.70661
C -4.02255 -2.22869 -1.58639
C -0.31655 4.18731 -1.46339
H 1.01445 2.70031 -1.88239
N -1.17155 1.47231 0.92061
N 0.25745 -3.50569 1.73061
C -0.56755 -2.81869 -1.80939
H -2.44555 -3.38669 1.62561
N -1.46455 -0.64869 0.47561
H 4.05345 0.82931 -0.80439
H -3.70255 -1.20669 0.12261
H 1.42145 2.11231 1.80461
C 5.24145 3.31831 -0.03339
N 0.17145 5.05331 -2.35239
N 0.27345 3.03931 -1.30839
H 4.33545 1.24431 -2.50239
O 0.70745 -2.31269 -1.95339
H -0.21855 2.36231 -0.70339
H 6.14045 2.71931 -0.02339
C 0.34045 3.85031 2.98761
O 0.04145 3.88131 4.15961
N 1.54245 1.18331 1.22261
H -1.85455 -2.07669 3.35361
H 1.96645 1.13931 -2.87139
H 2.64245 -1.02769 -1.19139
H -4.28055 -6.24869 0.56561
H 0.03845 -0.36569 -1.72039
H 3.21545 3.27531 -2.43139
N -4.57055 -1.17469 -1.98639
H 0.91845 4.75631 -3.01539
N -3.04455 -4.13869 1.12861
N -3.29155 -6.24069 0.44461
H -2.88455 -7.11769 0.05661
C 1.26445 0.07631 1.82761
C -0.46255 -3.24369 2.77061
O -0.26355 -3.76669 3.88361
C -1.98755 0.51631 0.62961
H 2.90745 -0.73269 -2.90939
H 1.07945 -4.00369 2.05961
N 1.51245 3.41131 2.54061
H 2.05245 3.02331 3.26761
H -0.97855 -2.62969 -0.84739
N 1.10345 -0.90769 0.98961
H -1.50255 2.44831 1.06261
H 1.32445 -0.88769 -0.01439
N 2.26345 0.85531 -1.95739
H 0.33345 -0.67469 -3.23139
H -3.24555 -2.94669 0.14761
O -1.28655 4.49431 -0.78539
H 1.98145 4.05131 1.86961
H -4.91155 -1.30969 -2.97539
O -4.01455 -3.30969 -2.15139
H -0.44755 5.85831 -2.58239
H -0.28755 4.27931 1.08661
H 1.82345 1.24931 0.22261
H -1.23755 -2.58469 -2.65239
C 0.78645 -0.89369 -2.26039
O -3.23155 0.70631 0.48761
H -1.30855 -1.68969 1.74861
H -0.22655 -4.16469 1.06061
O 0.87145 -0.02669 2.97861
H 5.59345 4.20131 0.37061
C 3.54645 2.82331 -1.46439
O 4.79345 3.44931 -1.18739
C 3.64245 1.32831 -1.63439
H -0.75555 -3.88169 -1.76339
H -1.95355 -1.32769 -0.08739
H -0.15355 1.27431 1.15361
H -3.97255 -4.31569 1.52761
N -3.57455 -2.10369 -0.37439
N -1.36655 -2.39169 2.52561

***

Entry 5:
12
Properties=species:S:1:pos:R:3 method="wB97M-V/def2-TZVPD" de_lowest_ev=0.967 e_homo_ev=-8.82 orbital_gap_ev=9.56 charge=0 fmax_ev_per_a=1.17 smiles=c1c[nH]cn1.O total_energy_ev=-8235.7316
H -2.21068 -0.18821 1.25101
N 1.14836 1.28131 0.36377
H 0.92396 -0.24942 -2.53049
H 0.49194 -0.31428 1.61250
C 0.74858 0.17503 -1.55582
H 0.10822 -1.55989 -0.60460
C 0.67586 0.10158 0.63715
O -2.18915 -1.11741 1.52552
H -2.78570 -1.09987 2.28304
H 1.46441 2.24777 -1.50597
N 0.38682 -0.60269 -0.47822
C 1.23738 1.32607 -0.99790

***

Copy entry 5 word for word.
12
Properties=species:S:1:pos:R:3 method="wB97M-V/def2-TZVPD" de_lowest_ev=0.967 e_homo_ev=-8.82 orbital_gap_ev=9.56 charge=0 fmax_ev_per_a=1.17 smiles=c1c[nH]cn1.O total_energy_ev=-8235.7316
H -2.21068 -0.18821 1.25101
N 1.14836 1.28131 0.36377
H 0.92396 -0.24942 -2.53049
H 0.49194 -0.31428 1.61250
C 0.74858 0.17503 -1.55582
H 0.10822 -1.55989 -0.60460
C 0.67586 0.10158 0.63715
O -2.18915 -1.11741 1.52552
H -2.78570 -1.09987 2.28304
H 1.46441 2.24777 -1.50597
N 0.38682 -0.60269 -0.47822
C 1.23738 1.32607 -0.99790